The following is a DFT calculation (wB97M-V/def2-TZVPD) of a molecular structure, C50H55As2BrN3O2P2Sc.

## Properties
- F_max (eV/Å) = 1.796
- relative energy (zero: lowest compared OMol25 entry of this formula, charge and spin) (kJ/mol) = 83.5
- HOMO-LUMO gap (eV) = 7.593
- electronic energy (eV) = -292295.698
- total charge = +2
- HOMO (eV) = -13.26

Each line ends with the Löwdin charge.
Cartesian coordinates (Å):
Sc  -0.17  0.74  -0.17  0.68
C  -0.26  0.14  -4.51  -0.40
C  -0.15  -1.30  -4.03  -0.39
As  0.42  -1.38  -2.15  1.21
C  0.21  -3.26  -1.76  -0.40
C  0.40  -4.25  -2.71  -0.11
C  0.00  -5.53  -2.45  -0.08
C  -0.62  -5.83  -1.25  -0.06
C  -0.81  -4.86  -0.27  -0.06
C  -0.44  -3.55  -0.55  -0.15
C  2.34  -0.98  -2.51  -0.39
C  2.61  0.37  -2.58  -0.17
C  3.88  0.80  -2.96  -0.08
C  4.85  -0.11  -3.28  -0.06
C  4.58  -1.49  -3.21  -0.04
C  3.30  -1.91  -2.89  -0.10
As  -1.05  1.31  -3.13  1.27
C  -1.20  2.97  -4.08  -0.39
C  -0.75  4.14  -3.45  -0.12
C  -0.82  5.36  -4.09  -0.08
C  -1.36  5.44  -5.36  -0.07
C  -1.79  4.28  -6.00  -0.06
C  -1.69  3.04  -5.38  -0.11
C  -2.89  0.55  -3.14  -0.34
C  -3.05  -0.61  -2.37  -0.17
C  -4.27  -1.22  -2.24  -0.07
C  -5.40  -0.76  -2.89  -0.04
C  -5.23  0.41  -3.65  -0.05
C  -4.00  1.04  -3.79  -0.08
H  -0.95  0.18  -5.37  0.08
H  0.69  0.56  -4.89  0.09
H  0.63  -1.89  -4.55  0.08
H  -1.13  -1.78  -4.10  0.08
H  0.88  -4.05  -3.70  0.12
H  0.10  -6.33  -3.19  0.13
H  -0.96  -6.86  -1.08  0.13
H  -1.21  -5.14  0.70  0.11
H  -0.61  -2.80  0.19  0.07
H  1.80  1.13  -2.34  0.06
H  4.08  1.86  -3.04  0.11
H  5.85  0.21  -3.59  0.12
H  5.37  -2.21  -3.33  0.11
H  3.11  -2.99  -2.88  0.11
H  -0.27  4.16  -2.51  0.04
H  -0.40  6.27  -3.65  0.12
H  -1.46  6.40  -5.92  0.13
H  -2.21  4.36  -7.00  0.12
H  -2.02  2.16  -5.89  0.10
H  -2.25  -1.07  -1.85  0.03
H  -4.37  -2.02  -1.52  0.12
H  -6.36  -1.20  -2.79  0.11
H  -6.09  0.85  -4.11  0.10
H  -3.95  1.95  -4.39  0.10
Br  1.77  3.86  -0.25  0.90
C  -0.07  4.06  0.11  -0.73
C  -0.63  5.32  0.33  -0.06
C  -1.98  5.41  0.70  0.02
C  -2.70  4.22  0.82  0.05
C  -2.09  3.04  0.45  -0.20
N  -0.80  2.94  0.16  -0.01
C  -2.85  1.74  0.35  -0.57
O  -4.04  1.67  0.51  0.16
O  -2.05  0.74  0.05  -0.22
H  -0.01  6.21  0.27  0.12
H  -2.45  6.37  0.88  0.13
H  -3.73  4.16  1.15  0.14
C  2.73  -2.69  0.44  -0.22
P  1.87  -1.19  0.98  0.99
C  0.90  -1.86  2.40  -0.41
N  1.03  -3.14  2.63  0.14
C  0.32  -3.68  3.66  -0.19
C  0.45  -5.09  3.90  0.01
C  -0.33  -5.66  4.89  -0.04
C  -1.29  -4.88  5.60  -0.05
C  -1.44  -3.54  5.34  -0.01
C  -0.61  -2.92  4.38  -0.21
N  -0.78  -1.61  4.11  0.14
C  -0.05  -1.06  3.16  -0.38
P  -0.58  0.64  2.72  1.04
C  -2.39  0.50  2.95  -0.23
C  -0.08  1.83  4.10  -0.67
C  -0.09  3.25  3.47  -0.08
C  1.31  1.48  4.67  -0.08
C  -1.07  1.80  5.26  -0.09
C  3.27  -0.27  1.75  -0.68
C  2.99  1.23  1.63  -0.17
C  4.58  -0.51  0.96  -0.08
C  3.53  -0.76  3.20  -0.07
H  3.18  -3.10  1.31  0.04
H  3.47  -2.37  -0.30  0.03
H  2.03  -3.40  0.00  0.04
H  1.14  -5.69  3.30  0.12
H  -0.19  -6.70  5.16  0.12
H  -1.88  -5.32  6.41  0.12
H  -2.12  -2.89  5.91  0.13
H  -2.58  0.02  3.91  0.05
H  -2.87  -0.15  2.21  0.06
H  -2.91  1.49  2.90  0.07
H  0.58  3.33  2.62  0.04
H  0.24  3.95  4.22  0.10
H  -1.11  3.52  3.19  0.08
H  2.14  1.60  3.96  0.05
H  1.36  0.47  5.12  0.09
H  1.54  2.19  5.46  0.09
H  -2.08  2.08  4.91  0.08
H  -0.76  2.55  5.98  0.09
H  -1.19  0.83  5.76  0.09
H  3.27  1.52  0.61  0.04
H  3.63  1.84  2.29  0.10
H  1.96  1.61  1.80  0.00
H  4.49  -0.35  -0.13  0.08
H  4.98  -1.51  1.19  0.09
H  5.30  0.20  1.36  0.10
H  2.68  -0.71  3.85  0.04
H  4.29  -0.14  3.68  0.10
H  3.88  -1.80  3.16  0.09